[1]
ORCA calculation (ωB97M-V/def2-TZVPD) on C30H48BrN3P2Sn as an isolated structure.

As for the spin multiplicity: 1. Its net charge is +2.

Geometry as XYZ:
```
85
Properties=species:S:1:pos:R:3:lowdin_charge:R:1
Sn 0.303 -0.751 -1.259 1.222
Br 0.944 -0.008 1.926 0.298
P -0.410 -3.136 -0.435 0.814
P 2.978 -0.757 0.041 0.818
N -6.427 4.774 -4.534 0.074
N 0.426 2.825 4.011 0.019
N -0.653 2.461 3.253 0.014
C 0.996 1.524 -1.817 -0.186
C 3.877 -0.821 -1.605 -0.420
C -1.511 1.596 -0.481 -0.042
C -1.874 -5.169 0.919 -0.122
C -2.572 0.927 3.563 -0.046
C 0.664 -3.397 -3.064 -0.146
C 5.166 1.153 0.274 -0.113
C -1.420 1.692 4.042 -0.385
C 3.713 0.830 0.686 -0.438
C -4.500 3.252 -3.104 -0.194
C -6.021 5.166 -3.322 -0.109
C -0.225 1.038 -2.492 -0.236
C 1.365 2.674 6.286 -0.019
C 5.177 -1.457 1.970 -0.139
C -2.973 -2.006 -0.207 -0.116
C -5.079 4.438 -2.583 -0.005
C 3.869 -1.873 1.325 -0.366
C -3.504 2.516 -2.316 0.011
C -0.774 -4.127 1.038 -0.375
C -5.901 3.658 -5.061 -0.116
C -0.865 1.680 5.344 0.015
C -0.297 1.976 0.163 -0.143
C 5.174 -1.639 -1.708 -0.125
C 0.918 1.843 -0.463 -0.080
C -4.927 2.875 -4.410 -0.001
C 0.502 -4.091 -1.704 -0.375
C -1.501 1.318 -1.850 -0.290
C -2.008 -2.656 -1.207 -0.437
C 0.323 2.379 5.273 -0.321
C -2.684 1.483 -2.643 -0.031
H 5.876 0.546 0.845 0.056
H 1.196 3.346 3.592 0.165
H -3.067 0.466 4.418 0.086
H 4.037 0.217 -1.936 0.070
H -2.454 1.692 0.051 0.133
H -3.367 2.951 -1.325 0.116
H 3.026 1.623 0.355 0.041
H -3.959 -1.893 -0.674 0.097
H 1.155 3.610 6.825 0.094
H 5.284 1.026 -0.809 0.056
H 5.416 -2.129 2.805 0.095
H -2.846 -4.762 1.203 0.075
H 1.369 1.865 7.026 0.090
H 1.607 -3.702 -3.533 0.095
H -3.095 -2.613 0.696 0.067
H 6.046 -1.540 1.301 0.079
H -0.168 -3.658 -3.729 0.095
H -1.823 -1.922 -2.021 0.044
H -4.513 2.006 -4.935 0.109
H -1.954 -5.589 -0.086 0.075
H -1.282 1.185 6.209 0.116
H 5.420 -1.771 -2.771 0.085
H 0.168 -4.613 1.322 0.096
H 1.487 -4.305 -1.256 0.091
H 2.360 2.753 5.825 0.084
H 3.963 -2.871 0.858 0.075
H -0.015 -5.058 -1.812 0.100
H 3.093 -1.973 2.111 0.047
H -2.272 0.111 2.896 0.053
H -0.272 0.786 -3.561 0.139
H -0.395 2.391 1.162 0.060
H -4.806 4.826 -1.617 0.108
H 0.705 -2.289 -2.997 -0.020
H -1.681 -5.986 1.620 0.091
H 6.022 -1.118 -1.239 0.075
H -6.462 6.089 -2.930 0.121
H -2.799 0.910 -3.567 0.127
H -2.645 -1.002 0.105 0.058
H 1.889 1.584 -2.418 0.122
H 3.141 -1.266 -2.295 0.036
H 5.088 -2.676 -1.338 0.079
H 5.151 -0.437 2.386 0.068
H -1.005 -3.383 1.814 0.090
H 5.417 2.192 0.528 0.094
H -6.274 3.385 -6.073 0.125
H -3.286 1.560 3.032 0.081
H -2.433 -3.548 -1.689 0.104
H 3.688 0.796 1.780 0.049
```

[2]
ORCA calculation (ωB97M-V/def2-TZVPD) on C30H48Cl2N3O7PtSi as an isolated structure.

Its energy above the lowest of the compared OMol25 structures with the same formula, charge and spin is 6.0 kcal per mole. As for the spin multiplicity: 3. Its net charge is -1.

Geometry as XYZ:
```
92
Properties=species:S:1:pos:R:3:lowdin_spin:R:1
Pt 0.889 -0.053 -0.896 1.326
Cl 1.328 -0.711 1.263 0.122
Cl 2.659 1.386 -0.724 0.103
Si 4.356 0.372 -1.622 0.006
O -1.216 -0.687 -1.227 0.074
O 0.599 0.609 -2.893 0.010
O 0.398 -1.500 4.515 0.003
O -1.330 -0.968 2.869 0.001
O 1.000 -2.059 -1.587 0.071
O -2.088 -2.653 1.561 0.000
O 0.286 2.091 -0.406 0.145
N -0.397 2.614 -3.369 0.033
N 1.492 -4.200 -1.216 0.001
N -3.338 -1.242 -0.769 0.002
C 3.892 -0.027 -3.373 -0.001
C 1.678 -2.924 -0.938 0.004
C 5.707 1.657 -1.514 0.006
C -3.851 2.189 0.104 0.000
C -2.114 1.677 2.229 0.000
C 0.510 -4.537 -2.232 0.001
C -1.618 2.145 1.016 -0.001
C 0.556 -3.694 5.444 0.000
C -1.482 -4.496 3.678 0.000
C -2.476 2.361 -0.059 0.000
C -0.123 2.426 0.872 0.007
C -4.355 1.754 1.335 0.000
C 0.055 -4.983 5.491 0.000
C 0.868 3.349 -3.400 0.003
C 1.715 4.135 1.447 0.000
C -4.471 -1.449 0.126 0.001
C 0.289 3.881 1.086 0.001
C -0.571 4.885 0.869 0.010
C 4.706 -1.089 -0.524 0.000
C -1.525 -2.213 2.584 0.000
C 2.296 -5.251 -0.605 0.001
C -3.483 1.464 2.386 0.000
C 0.014 -2.767 4.513 0.001
C -0.977 -5.389 4.625 0.000
C -0.184 6.327 0.929 0.002
C -0.446 1.317 -3.098 0.042
C -1.613 3.400 -3.538 0.003
C -2.152 -0.788 -0.378 0.005
C -3.554 -1.437 -2.195 0.000
C -0.993 -3.197 3.598 0.000
H 5.762 2.102 -0.509 0.001
H -1.452 0.868 -3.070 0.002
H 2.556 -4.963 0.419 0.000
H -4.104 -1.865 1.071 0.000
H -1.619 4.681 0.637 0.000
H 0.464 -5.689 6.213 0.000
H -0.489 -4.210 -1.916 0.000
H 1.153 3.671 -2.388 0.002
H 2.397 -2.669 -0.148 0.000
H 5.554 2.458 -2.250 0.000
H 0.534 -5.622 -2.351 0.000
H -2.273 -4.771 2.976 0.000
H 1.655 2.720 -3.831 0.001
H -1.405 1.505 3.035 0.000
H 6.673 1.175 -1.731 0.001
H -0.283 -1.038 3.798 0.001
H 1.340 -3.346 6.109 0.000
H 4.233 -2.003 -0.897 0.000
H -3.777 -0.478 -2.688 0.000
H 4.538 -0.840 -3.736 0.000
H 4.368 -0.911 0.505 0.000
H -1.504 4.055 -4.410 0.000
H 0.389 1.801 1.624 0.001
H -1.390 -6.394 4.687 0.000
H 3.235 -5.406 -1.155 0.000
H 2.325 3.233 1.329 0.001
H 1.728 -6.183 -0.601 0.000
H -0.019 6.673 1.960 0.000
H 0.703 4.230 -4.025 0.000
H 0.734 6.537 0.360 0.000
H -5.001 -0.503 0.311 0.000
H 5.788 -1.271 -0.505 0.000
H 2.140 4.926 0.812 0.000
H -0.989 6.938 0.504 0.000
H -2.459 2.720 -3.686 0.000
H 2.842 -0.333 -3.480 0.000
H -1.808 4.036 -2.660 0.001
H -5.150 -2.153 -0.365 0.000
H -5.433 1.624 1.468 0.000
H 4.075 0.842 -4.025 0.000
H -2.668 -1.886 -2.655 0.000
H -4.419 -2.094 -2.307 0.000
H -2.025 -0.508 0.679 0.000
H -2.032 2.681 -1.006 0.000
H -3.861 1.085 3.337 0.000
H 0.750 -4.037 -3.179 0.000
H -4.517 2.407 -0.738 0.000
H 1.800 4.476 2.493 0.000
```

[3]
ORCA calculation (ωB97M-V/def2-TZVPD) on C30H48FN2O6P2TaTe as an isolated structure.

Its energy above the lowest of the compared OMol25 structures with the same formula, charge and spin is 196.3 kcal per mole. As for the spin multiplicity: 1. Its net charge is +2.

Geometry as XYZ:
```
91
Properties=species:S:1:pos:R:3:lowdin_charge:R:1
Ta -0.250 -0.049 0.758 1.594
Te -0.924 -1.047 -5.907 0.681
P -0.262 -0.041 -3.954 0.318
P 2.267 0.292 3.061 0.996
F -6.761 2.430 -0.819 0.138
O 1.232 -0.032 -3.488 -0.290
O -0.758 1.429 -3.733 -0.291
O 0.331 -2.715 -2.377 0.159
O -1.457 0.163 -1.497 -0.068
O -2.316 0.655 0.407 -0.058
O 0.100 -1.552 -0.459 -0.215
N 1.069 0.157 1.960 -0.461
N -3.510 -1.445 -3.072 0.079
C 2.083 3.065 3.369 -0.084
C -5.485 -0.036 -3.136 -0.107
C -0.132 -1.826 -1.730 -0.547
C -4.260 -0.329 -2.546 -0.032
C 2.146 -2.507 3.060 -0.083
C -1.028 3.511 -2.571 -0.050
C 0.359 1.740 4.505 -0.086
C 2.692 1.788 5.428 -0.062
C 1.044 -1.384 4.937 -0.084
C 1.853 1.758 4.143 -0.606
C -4.737 1.274 -0.773 0.115
C -6.313 0.927 -2.549 0.108
C -2.558 0.343 -0.764 -0.388
C 4.272 -0.741 1.405 -0.083
C -5.003 -1.696 -4.967 -0.120
C -1.151 -0.876 -2.415 -0.314
C 3.541 -1.472 4.878 -0.061
C 3.315 -1.106 -2.945 -0.054
C -5.210 -3.257 -2.932 0.003
C -5.952 1.547 -1.379 -0.228
C 3.605 1.575 0.959 -0.090
C -0.031 2.457 -2.969 -0.224
C 5.001 1.059 2.979 -0.061
C 2.276 -1.314 4.022 -0.603
C -4.306 -2.464 -3.858 -0.279
C 2.310 -0.883 -4.041 -0.224
C -3.880 0.360 -1.371 -0.028
C -2.244 -1.666 -2.989 -0.036
C -6.002 -0.720 -4.375 -0.106
C 3.848 0.564 2.094 -0.600
H 1.685 3.880 3.976 0.099
H 3.407 2.583 1.307 0.059
H 2.459 0.966 6.101 0.072
H -4.449 1.796 0.127 0.152
H -1.515 3.938 -3.445 0.093
H 0.050 0.878 5.086 0.059
H -4.247 -1.174 -5.557 0.094
H 3.696 -0.158 -2.568 0.084
H -1.793 3.103 -1.908 0.067
H 1.863 -1.810 -4.394 0.091
H 3.423 -2.373 5.483 0.101
H 0.443 1.988 -2.106 0.089
H -5.499 -2.405 -5.629 0.141
H 4.441 -1.602 4.282 0.073
H 2.460 2.714 5.958 0.102
H 4.517 1.611 0.361 0.095
H 2.785 1.260 0.314 0.044
H 4.151 -1.676 -3.350 0.097
H 1.202 -2.476 2.517 0.058
H 1.551 3.073 2.416 0.078
H -0.511 4.311 -2.040 0.095
H 1.079 -0.676 5.762 0.070
H -1.881 -2.595 -3.411 0.126
H 0.740 2.849 -3.629 0.131
H 2.147 -3.412 3.670 0.100
H 3.135 3.279 3.194 0.069
H 5.118 -0.507 0.756 0.097
H 3.476 -1.145 0.777 0.075
H -5.766 -3.981 -3.526 0.108
H 4.826 2.057 3.375 0.070
H 1.021 -2.385 5.373 0.099
H 5.217 0.389 3.809 0.074
H -5.929 -2.629 -2.408 0.091
H -6.270 0.046 -5.104 0.143
H -4.628 -3.807 -2.193 0.097
H 0.117 -1.250 4.378 0.077
H 2.724 -0.331 -4.882 0.128
H 5.899 1.111 2.361 0.102
H 2.880 -1.675 -2.124 0.071
H -7.263 1.173 -3.008 0.157
H -3.557 -3.119 -4.300 0.144
H -6.933 -1.228 -4.114 0.140
H 2.958 -2.596 2.348 0.057
H 0.160 2.630 5.105 0.099
H -0.266 1.801 3.614 0.056
H 3.763 1.785 5.234 0.073
H 4.604 -1.508 2.099 0.071
H 3.695 -0.641 5.564 0.069
```

no.,E_tot (Ha),maximum force (hartree/bohr)
1,-4806.42316,0.0796
2,-3192.15951,0.0752
3,-2840.04305,0.0095